Version 1
49
Properties=species:S:1:pos:R:3 method="wB97M-V/def2-TZVPD" mol_weight_g_mol=297.30 e_lumo_ev=0.16 charge=0
C 1.3568 -2.4527 0.8479
C 0.9279 -1.5627 -0.2960
N 1.8415 -0.8417 -0.9852
C 2.4035 0.1332 -3.1570
C 1.3695 0.0131 -2.0515
C 0.9417 1.4003 -1.6050
O 0.2350 1.4094 -0.3750
O -0.2784 -1.4478 -0.5366
H 1.4090 -1.7790 1.7082
H 2.3591 -2.8546 0.7065
H 0.5322 -3.1197 1.0585
H 2.8246 -1.0066 -0.8607
H 3.2433 0.7850 -2.8935
H 2.0288 0.7338 -3.9925
H 2.7197 -0.8564 -3.4804
H 0.4905 -0.4406 -2.5281
H 0.4200 1.9640 -2.3943
H 1.8164 2.0251 -1.3854
H -0.4169 0.6917 -0.3850
H -2.6897 1.0654 0.4505
H -2.7149 -0.4559 0.0797
O -2.8501 0.1820 0.8003
H 2.2517 1.5664 3.7182
H 2.3712 2.8434 2.8852
O 2.8557 2.0539 3.1416
H 3.4936 0.6461 2.1255
H 3.9557 0.8527 0.7123
O 3.4950 0.2036 1.2525
H -2.3708 0.7446 3.4155
H -1.5418 0.0425 2.3397
O -1.4696 0.4832 3.1983
H -0.6919 -2.5642 3.1653
H -1.5198 -2.9530 1.9336
O -1.1130 -3.3130 2.7313
H -3.2499 2.1983 -2.2677
H -2.7798 0.8557 -2.6830
O -3.5709 1.2961 -2.3468
H -1.4268 -1.8879 -2.0749
H -1.0668 -3.3723 -2.3812
O -1.5721 -2.6161 -2.6918
H -0.5569 1.0084 3.4289
H 0.3404 1.8737 2.4405
O 0.1137 1.7047 3.3599
H -2.9765 -2.3650 -1.2092
H -4.2235 -1.7764 -0.5083
O -3.4195 -2.2793 -0.3521
H -1.1004 4.5276 -0.9814
H -0.8343 3.0118 -0.2774
O -1.3622 3.6294 -0.7999

---

Version 2
49
Properties=species:S:1:pos:R:3 method="wB97M-V/def2-TZVPD" mol_weight_g_mol=297.30 e_lumo_ev=-0.26 charge=0 smiles="O=CCNCCCO.O.O.O.O.O.O.O.O.O.O"
C -1.4336 -3.1695 -0.7221
C -0.0159 -3.1915 -0.1939
O 0.8905 -2.1774 -0.7076
C -2.3005 -1.9106 -0.4056
N -1.7989 -0.6248 -1.0287
C -2.7833 0.4157 -0.6209
C -2.4842 1.2403 0.6095
O -3.3607 1.6159 1.3447
H -2.1234 -3.9754 -0.4240
H -1.5174 -3.1021 -1.8466
H 0.3811 -3.2969 0.8363
H 0.4251 -4.0993 -0.7316
H 0.7736 -1.3330 -0.2651
H -3.2246 -1.9721 -1.0590
H -2.5434 -1.8179 0.6683
H -0.8652 -0.4468 -0.6747
H -2.7265 1.1244 -1.5294
H -3.8521 0.0853 -0.7363
H -1.4372 1.2432 0.8901
H 2.9017 -0.6224 1.6129
H 3.5080 0.4031 2.7595
O 2.7577 -0.0921 2.4044
H -2.0324 3.7185 1.8593
H -0.6846 4.2345 1.2931
O -1.3078 3.5106 1.2560
H 1.0285 -1.1305 -2.6701
H 2.2219 -1.7696 -2.3421
O 1.8491 -1.3142 -3.1503
H 2.1824 -2.6563 3.6623
H 0.9607 -3.0346 2.7087
O 1.4043 -3.1947 3.5356
H 1.8173 3.6424 1.4655
H 2.1288 3.1875 2.7624
O 1.4261 3.6980 2.3427
H 1.0056 -1.1012 2.7496
H -0.1475 -0.0940 2.7961
O 0.1892 -0.8497 2.3093
H -2.0190 -1.8072 -3.0040
H -0.9624 -2.6432 -3.8684
O -1.8839 -2.4610 -3.6932
H 3.3380 1.3608 -2.7256
H 2.2554 0.3455 -2.5711
O 2.5660 1.1655 -2.1578
H 0.6699 4.0753 -1.0899
H -0.5189 3.9221 -2.1063
O 0.4290 3.9612 -2.0055
H 2.2701 2.0614 -0.2787
H 2.2678 1.4036 1.0871
O 2.6820 2.1359 0.5827

---

Of them, the most stable is version 1 and the least stable is version 2.

---

Version 1
137
Properties=species:S:1:pos:R:3 method="wB97M-V/def2-TZVPD" mol_weight_g_mol=720.09 e_lumo_ev=0.65 charge=0 smiles=COC[C@H](C)N.COC[C@H](C)N.COC[C@H](C)N.COC[C@H](C)N.COC[C@H](C)N.COC[C@H](C)N.COC[C@H](C)N.CO.CO.CO
C -3.0637 2.9213 3.6654
C -1.9819 1.8586 3.7792
C -1.8789 1.0641 2.4444
O -3.0116 0.1467 2.1506
C -2.9762 -1.1146 2.8456
N -0.6407 2.4985 3.9937
H -4.0839 2.6293 3.3717
H -2.7145 3.3717 2.7408
H -3.1391 3.6738 4.4410
H -2.1857 1.1451 4.6058
H -0.9475 0.5225 2.3781
H -1.9025 1.8353 1.6515
H -3.5555 -1.8572 2.3231
H -3.3514 -1.0920 3.8457
H -1.9556 -1.6149 2.7431
H 0.0696 1.7927 4.2238
H -0.5694 3.0637 4.8176
C -4.6860 -4.7927 -4.7148
C -3.7443 -5.2013 -3.5150
C -4.1834 -4.6303 -2.0953
O -4.4004 -3.2588 -2.2042
C -4.2177 -2.5744 -1.0276
N -3.7803 -6.6704 -3.5666
H -4.1385 -4.9622 -5.6469
H -4.8065 -3.7011 -4.5202
H -5.6114 -5.4426 -4.6658
H -2.6877 -4.8319 -3.6458
H -3.4060 -4.9158 -1.3233
H -5.0719 -5.1146 -1.6903
H -3.2401 -2.7746 -0.6320
H -4.9037 -2.7739 -0.2149
H -4.3753 -1.5152 -1.2516
H -3.3131 -7.0199 -2.7215
H -4.7838 -6.9411 -3.5124
C 2.6727 3.8316 -4.9326
C 2.0671 4.0233 -3.5304
C 0.8538 4.9864 -3.7062
O -0.0525 4.3514 -4.6356
C -1.2883 5.0207 -4.9136
N 1.7356 2.7603 -2.9290
H 3.0395 4.7778 -5.2912
H 1.8672 3.4653 -5.5931
H 3.4689 3.0412 -4.8188
H 2.7831 4.5004 -2.9307
H 1.1167 5.9594 -4.1057
H 0.3248 5.0640 -2.7557
H -1.8102 4.2759 -5.5256
H -1.0584 5.9722 -5.5012
H -1.8228 5.3231 -3.9854
H 1.7762 2.7294 -1.8886
H 0.8666 2.4083 -3.2517
C 3.0107 -1.0382 4.9516
C 1.6373 -1.4220 4.4395
C 0.6814 -1.7530 5.5299
O 1.0747 -3.0508 6.0318
C 0.1027 -3.5786 6.9041
N 1.0304 -0.3340 3.6156
H 3.1551 -1.6891 5.8027
H 3.0238 0.0091 5.1020
H 3.7279 -1.1861 4.1547
H 1.8008 -2.2618 3.8161
H -0.3655 -1.7759 5.1993
H 0.7342 -1.0605 6.3599
H -0.7547 -4.0163 6.3599
H -0.2140 -2.7395 7.5256
H 0.5955 -4.3210 7.5099
H 0.3345 -0.8125 2.9842
H 1.7407 0.0044 2.9446
C -1.1271 -4.3667 2.6682
C -1.1307 -3.9798 1.1887
C 0.1032 -3.1242 0.8730
O 1.1700 -3.5486 1.6835
C 2.3685 -3.0108 1.2300
N -1.1270 -5.2143 0.3659
H -0.3433 -5.0199 2.9209
H -2.0901 -4.7693 3.0323
H -0.9905 -3.5421 3.3606
H -2.1307 -3.5250 0.9886
H -0.1635 -2.0774 1.0546
H 0.2118 -3.3485 -0.2204
H 2.3723 -3.1124 0.1286
H 3.2343 -3.5066 1.5749
H 2.4832 -1.9265 1.4326
H -1.0971 -4.9808 -0.6196
H -0.4220 -5.8961 0.6615
C 1.5462 5.7739 0.4100
C 0.5636 5.0804 1.3010
C -0.4926 4.3338 0.4736
O -1.1734 5.3254 -0.2965
C -2.3455 4.9072 -1.0391
N 1.2798 4.0639 2.1694
H 0.9757 6.4991 -0.2635
H 2.1307 4.9744 0.0173
H 2.1642 6.3926 0.9844
H -0.0410 5.7956 1.8962
H -1.2433 3.8541 1.1532
H 0.0950 3.5745 -0.0825
H -2.0713 4.2157 -1.8898
H -2.8987 5.7400 -1.3934
H -2.9630 4.3124 -0.3039
H 0.6044 3.5858 2.7711
H 1.8708 4.5865 2.7884
C 2.2149 -2.3741 -2.8863
C 2.5993 -1.0086 -3.4257
C 1.5552 -0.4618 -4.3425
O 0.3646 -0.2030 -3.6614
C -0.7908 -0.0046 -4.4095
N 2.7785 -0.0410 -2.2360
H 1.3862 -2.2434 -2.1979
H 3.0829 -2.7604 -2.3176
H 1.9980 -3.0212 -3.6677
H 3.4800 -1.1239 -4.1352
H 1.3068 -1.2563 -5.0566
H 1.9462 0.5011 -4.7613
H -1.6915 0.1376 -3.7994
H -1.0222 -0.9182 -4.9856
H -0.6248 0.8778 -5.0019
H 2.0248 -0.1335 -1.5607
H 2.7897 0.9199 -2.5865
C 5.8270 -1.1787 -0.1323
O 4.4803 -0.7434 -0.1699
H 5.9088 -2.3051 -0.2561
H 6.4297 -0.6748 -0.8602
H 6.2592 -0.9883 0.8806
H 4.2013 -0.5333 -1.0854
C -0.8578 0.3468 -0.3878
O 0.2948 0.3055 0.3970
H -0.9950 -0.6633 -0.7709
H -1.7259 0.4534 0.2073
H -0.7596 1.0822 -1.2064
H 0.9319 0.9878 0.1919
C 3.4445 2.1715 0.8936
O 2.2684 2.5262 0.1718
H 3.1278 1.7388 1.8440
H 3.9765 1.3784 0.3473
H 4.1071 2.9819 1.0700
H 1.7435 2.9726 0.8681

---

Version 2
137
Properties=species:S:1:pos:R:3 method="wB97M-V/def2-TZVPD" mol_weight_g_mol=720.09 e_lumo_ev=0.54 charge=0 smiles=COC[C@H](C)N.COC[C@H](C)N.COC[C@H](C)N.COC[C@H](C)N.COC[C@H](C)N.COC[C@H](C)N.COC[C@H](C)N.CO.CO.CO
C -0.7906 -12.9828 -5.7054
C -0.0888 -12.2631 -6.8355
C -0.8529 -11.1420 -7.5084
O -0.0739 -10.7137 -8.5947
C -0.5988 -9.6387 -9.3288
N 1.2460 -11.7846 -6.4075
H -1.5724 -13.5837 -6.1868
H -1.2765 -12.3219 -4.9843
H -0.1748 -13.6833 -5.1429
H 0.1858 -12.9975 -7.6120
H -1.0795 -10.3396 -6.7949
H -1.8299 -11.5333 -7.8276
H 0.0617 -9.1195 -10.0248
H -1.0765 -8.8447 -8.7494
H -1.3443 -10.1024 -9.9884
H 1.8222 -12.5933 -6.2133
H 1.6161 -11.1798 -7.1278
C 2.6910 -12.4477 -9.7637
C 2.0609 -12.3002 -11.1434
C 3.0647 -12.1165 -12.2429
O 2.4466 -11.9897 -13.5159
C 3.3497 -11.7196 -14.5383
N 1.2667 -13.5433 -11.4900
H 3.0188 -11.4367 -9.4895
H 3.6120 -13.0300 -9.7285
H 1.9227 -12.7934 -9.0804
H 1.3321 -11.4830 -11.1221
H 3.7452 -12.9712 -12.3353
H 3.6427 -11.2121 -12.0056
H 2.9191 -11.8789 -15.5260
H 4.2123 -12.3985 -14.4720
H 3.7987 -10.7192 -14.5838
H 1.2923 -13.5055 -12.5107
H 0.2595 -13.3525 -11.3528
C -1.9710 -15.1144 -11.7138
C -2.5583 -13.9533 -10.9166
C -3.0952 -14.3841 -9.5553
O -3.5754 -13.2336 -8.8557
C -4.4388 -13.5588 -7.7782
N -1.5271 -12.8864 -10.7096
H -1.5677 -15.9166 -11.0884
H -1.1142 -14.8546 -12.3350
H -2.7420 -15.5193 -12.3725
H -3.4163 -13.5151 -11.4279
H -2.3815 -14.9997 -9.0022
H -4.0394 -14.9098 -9.7540
H -4.8665 -12.5892 -7.5085
H -3.8375 -13.9058 -6.9328
H -5.2764 -14.2226 -8.0047
H -1.3207 -12.9278 -9.7173
H -1.8718 -11.9751 -10.9691
C -4.4989 -12.1351 -1.7065
C -4.0186 -12.9700 -2.9155
C -3.5196 -14.3603 -2.5327
O -4.5717 -14.9300 -1.7582
C -4.1694 -16.1848 -1.2329
N -5.2284 -13.0315 -3.7947
H -3.7392 -12.1615 -0.9235
H -5.4494 -12.5335 -1.3557
H -4.6960 -11.0912 -1.9503
H -3.2837 -12.4185 -3.5072
H -2.6229 -14.3084 -1.9043
H -3.2771 -14.9314 -3.4372
H -3.8998 -16.8858 -2.0272
H -5.0377 -16.5881 -0.7128
H -3.3518 -16.0811 -0.5157
H -6.0004 -13.0146 -3.1408
H -5.2621 -13.9455 -4.2343
C -2.6397 -19.1560 -8.6003
C -3.0271 -17.8334 -7.9232
C -3.9370 -18.0360 -6.7218
O -4.4368 -16.7677 -6.3618
C -5.3914 -16.8162 -5.3170
N -1.8242 -17.1135 -7.5225
H -2.1164 -19.7349 -7.8303
H -1.9902 -19.1113 -9.4683
H -3.5734 -19.6896 -8.7863
H -3.5401 -17.2374 -8.6896
H -3.3553 -18.4413 -5.8840
H -4.7265 -18.7640 -6.9461
H -5.4562 -15.7969 -4.9446
H -4.9510 -17.3569 -4.4663
H -6.3185 -17.2912 -5.6373
H -1.0243 -17.0987 -8.1382
H -2.0584 -16.1613 -7.2771
C -0.8509 -7.4035 -13.0455
C -1.7069 -6.7443 -14.1338
C -0.9874 -6.6634 -15.4699
O -1.8426 -5.9930 -16.4011
C -1.5385 -4.6080 -16.5176
N -2.9323 -7.5156 -14.2903
H -1.2581 -7.5985 -12.0547
H 0.0195 -6.7752 -12.8241
H -0.4335 -8.3402 -13.4319
H -1.7902 -5.7016 -13.8067
H -0.8039 -7.6451 -15.9144
H -0.0084 -6.1791 -15.3711
H -1.8898 -4.0218 -15.6651
H -1.9829 -4.2749 -17.4523
H -0.4556 -4.4670 -16.5850
H -2.7244 -8.5069 -14.2422
H -3.3442 -7.3860 -15.2067
C 3.0386 -8.3196 -7.6048
C 4.5413 -8.3065 -7.3400
C 5.3396 -7.5803 -8.3993
O 6.7012 -7.4591 -8.1040
C 7.5005 -7.0888 -9.1958
N 4.8024 -7.7174 -6.0214
H 2.4523 -8.7495 -6.7942
H 2.9508 -8.9866 -8.4690
H 2.6323 -7.3269 -7.7937
H 4.9280 -9.3373 -7.3400
H 4.8789 -6.6051 -8.6258
H 5.2220 -8.1442 -9.3389
H 7.2230 -6.0722 -9.4943
H 7.4730 -7.7600 -10.0599
H 8.5338 -7.0771 -8.8524
H 4.4661 -8.2918 -5.2575
H 5.8086 -7.6807 -5.8750
C 1.6807 -15.5417 -8.3126
O 0.5776 -15.3182 -9.1499
H 2.1901 -14.6277 -7.9931
H 1.3319 -15.8963 -7.3342
H 2.3390 -16.3175 -8.7114
H 0.7974 -14.7396 -9.9036
C 4.4592 -14.2099 -6.3046
O 3.3001 -13.8802 -5.5671
H 5.3872 -14.3474 -5.7412
H 4.1948 -15.1025 -6.8831
H 4.7794 -13.4943 -7.0671
H 3.1877 -14.6130 -4.9431
C 1.8360 -15.9342 -3.0684
O 3.1525 -16.0377 -3.5980
H 1.1308 -15.5738 -3.8171
H 1.4704 -16.9364 -2.8232
H 1.8110 -15.2772 -2.1995
H 3.7983 -16.0528 -2.8892

---

Of them, the most stable is version 2 and the least stable is version 1.